# 1
Here is 8 unconnected molecules or ions with the total composition C3H23N2O8S at a distorted geometry from OMol25. Energies are from ωB97M-V with the def2-TZVPD basis set.

```
37
Properties=species:S:1:pos:R:3:mulliken_charge:R:1
N -1.141 -0.106 0.985 -0.113
C 0.331 -0.008 0.582 0.255
C 1.178 -0.331 1.839 -0.716
S 1.826 -2.040 1.548 -0.247
C 0.552 1.353 -0.095 0.292
N 1.737 1.978 0.017 -0.347
O -0.334 1.875 -0.764 -0.676
H -1.378 -1.071 1.164 0.369
H -1.233 0.424 1.891 0.441
H -1.815 0.261 0.284 0.102
H 0.342 -0.781 -0.192 0.172
H 2.036 0.372 2.033 0.313
H 0.605 -0.190 2.756 0.614
H 1.544 -2.525 2.790 0.191
H 1.892 2.727 -0.644 0.287
H 2.604 1.617 0.438 0.204
H -3.683 1.981 -0.877 0.308
H -2.351 2.370 -0.491 0.294
O -2.945 1.610 -0.367 -0.654
H -2.607 -0.979 -1.547 0.375
H -3.702 -1.439 -0.515 0.266
O -2.758 -1.303 -0.630 -0.611
H 2.856 -1.114 -2.812 0.288
H 1.621 -1.462 -1.851 0.424
O 2.012 -0.820 -2.467 -0.672
H 3.314 -0.123 -0.848 0.284
H 4.461 -0.132 0.136 0.267
O 3.545 0.166 0.050 -0.563
H 0.797 -3.175 -1.982 0.309
H 1.204 -3.632 -0.564 0.254
O 0.839 -2.892 -1.058 -0.633
H -1.073 0.641 -2.600 0.332
H -2.571 0.485 -2.402 0.317
O -1.795 0.012 -2.725 -0.696
H -1.668 1.844 3.674 0.294
H -2.233 2.645 2.470 0.300
O -2.009 1.761 2.775 -0.625
```

Calculated values
**HOMO**: -0.454 hartree
**F_max**: 2.14 eV/A
**Total charge**: +1
**Calculated total energy**: -1237.52207 Eh


# 2
Here is 9 unconnected molecules or ions with the total composition C3H23O9S at a distorted geometry from OMol25. Energies are from ωB97M-V with the def2-TZVPD basis set.

```
36
Properties=species:S:1:pos:R:3:mulliken_charge:R:1
C -0.260 0.987 0.284 -0.965
O -0.583 -0.337 0.392 -0.651
C 1.287 1.367 0.009 -0.121
C 1.480 1.999 -1.334 -0.540
S 2.022 3.725 -1.255 -0.274
H -0.499 1.444 1.226 0.307
H -0.824 1.444 -0.566 0.703
H 1.452 1.879 0.956 0.403
H 1.814 0.393 0.118 0.005
H 0.473 2.021 -1.789 0.103
H 2.181 1.446 -1.996 0.364
H 0.849 4.233 -0.852 0.102
H -2.786 -2.748 -0.685 0.315
H -2.111 -2.399 0.655 0.349
O -2.830 -2.914 0.261 -0.664
H -1.393 0.473 -3.785 0.243
H -1.064 0.359 -2.316 0.312
O -0.637 0.482 -3.185 -0.610
H -2.601 -0.335 2.215 0.360
H -2.053 0.606 3.380 0.304
O -2.672 -0.093 3.146 -0.679
H 0.197 0.375 3.071 0.326
H 1.539 -0.047 3.781 0.312
O 0.800 0.568 3.794 -0.658
H 2.842 -1.584 2.621 0.309
H 2.106 -0.730 1.697 0.290
O 2.981 -0.756 2.139 -0.685
H 0.381 -1.521 0.033 0.392
H 1.439 -2.517 -0.579 0.269
O 1.121 -2.166 0.259 -0.670
H 0.933 -0.959 -2.694 0.390
H 0.780 -1.904 -3.945 0.285
O 1.360 -1.632 -3.231 -0.677
H -3.319 -0.148 -0.313 0.283
H -1.718 -0.440 -0.610 0.170
O -2.686 -0.570 -0.901 -0.701
```

Calculated values
**HOMO**: -0.196 hartree
**F_max**: 3.34 eV/A
**Relative energy (zero: lowest compared OMol25 entry of this formula, charge and spin)**: 1.4774 eV
**Total charge**: -1
**Calculated total energy**: -1203.46682 Eh


# 3
Here is 8 unconnected molecules or ions with the total composition C3H24N2O8 at a distorted geometry from OMol25. Energies are from ωB97M-V with the def2-TZVPD basis set.

```
37
Properties=species:S:1:pos:R:3:mulliken_charge:R:1
N 0.044 1.502 1.190 -0.597
C 0.345 0.247 0.522 -0.272
C 0.642 -0.986 1.365 0.669
N 1.435 -1.888 0.540 -0.670
C -0.687 -1.640 1.832 -0.622
O -0.580 -1.906 3.228 -0.541
H -0.628 1.371 1.939 0.230
H 0.846 1.921 1.667 0.308
H -0.526 0.057 -0.108 0.132
H 1.155 0.437 -0.181 -0.055
H 1.176 -0.686 2.262 0.217
H 1.040 -1.926 -0.405 0.186
H 1.505 -2.819 0.912 0.292
H -0.863 -2.523 1.214 0.384
H -1.529 -0.957 1.701 0.229
H -1.202 -2.576 3.504 0.315
O -0.808 2.693 -1.230 -0.789
H -0.136 2.534 -1.924 0.411
H -0.279 2.594 -0.424 0.336
O -0.314 -1.602 -1.912 -0.548
H -1.232 -1.417 -1.709 0.223
H -0.375 -1.924 -2.818 0.285
O -1.994 0.561 -2.175 -0.720
H -2.856 0.975 -2.256 0.304
H -1.531 1.293 -1.703 0.375
O 1.782 2.075 3.585 -0.684
H 0.927 1.734 3.847 0.338
H 2.237 1.295 3.292 0.328
O 3.144 -0.054 -2.128 -0.648
H 2.789 -0.285 -1.247 0.324
H 3.835 -0.706 -2.235 0.304
O -3.585 -1.002 -0.384 -0.659
H -2.894 -0.572 -0.918 0.319
H -4.137 -0.321 0.009 0.295
O 0.904 1.467 -2.988 -0.691
H 1.826 1.163 -3.019 0.344
H 0.321 0.711 -2.828 0.347
```

Calculated values
**HOMO**: -0.342 hartree
**Structure (SMILES)**: NC[C@H](N)CO.O.O.O.O.O.O.O
**F_max**: 1.07 eV/A
**Relative energy (zero: lowest compared OMol25 entry of this formula, charge and spin)**: 0.3070 eV
**Calculated total energy**: -840.12553 Eh